ORCA calculation (ωB97M-V/def2-TZVPD) on 5 unconnected molecules or ions with the total composition C5H15N5O10.

Element x y z (Å)
C  3.13194  -0.27421  -0.29087
N  2.63535  0.85618  -1.13499
O  3.46123  1.60086  -1.68423
O  1.45653  1.13852  -0.98728
H  3.19027  0.08123  0.73789
H  4.05427  -0.70596  -0.67944
H  2.28262  -0.95091  -0.38489
C  1.12295  3.46136  1.36501
N  -0.36361  3.72758  1.38347
O  -0.85634  4.17042  2.40429
O  -1.01796  3.52546  0.35985
H  1.44765  2.98275  2.28891
H  1.54620  4.45570  1.22273
H  1.33468  2.76518  0.55347
C  1.59124  -2.39122  3.60667
N  1.25533  -3.54336  2.72616
O  0.36930  -4.32839  3.18863
O  1.82999  -3.70108  1.71365
H  2.64926  -2.13990  3.53216
H  1.45471  -2.83629  4.59225
H  0.85374  -1.60979  3.42344
C  -3.87842  -0.75624  -3.68668
N  -2.68570  -0.30399  -4.45044
O  -2.47930  -0.78322  -5.55901
O  -2.03435  0.62814  -3.95440
H  -3.70669  -1.72428  -3.21602
H  -4.75495  -0.85163  -4.32753
H  -4.06401  -0.00059  -2.92337
C  -1.87255  0.02967  0.03190
N  -0.72278  -0.89018  0.08015
O  0.07981  -0.60521  0.98645
O  -0.72452  -1.86128  -0.67118
H  -1.63820  1.00150  -0.40253
H  -2.44125  0.10203  0.95896
H  -2.50635  -0.26875  -0.80317

Output
SMILES string = C[N+](=O)[O-].C[N+](=O)[O-].C[N+](=O)[O-].C[N+](=O)[O-].C[N+](=O)[O-]
gap between HOMO and LUMO = 10.714 eV
highest occupied orbital energy = -11.07 eV

***

ORCA calculation (ωB97M-V/def2-TZVPD) on 2 unconnected molecules or ions with the total composition C5H15NO.

Element x y z (Å)
C  2.87225  0.36847  -0.03300
C  1.78674  -0.69078  -0.18290
N  0.51344  -0.17786  -0.63270
C  -1.06004  -0.49268  1.25832
C  -0.65741  -0.94730  -0.14659
C  -1.85500  -0.88544  -1.09504
H  3.52614  0.14261  0.81010
H  3.41715  0.54099  -0.96008
H  2.42635  1.32685  0.24925
H  1.66767  -1.09680  0.83622
H  2.15760  -1.53082  -0.79378
H  0.42041  0.74892  -0.22342
H  -1.70478  -1.27899  1.68322
H  -1.67065  0.40614  1.34748
H  -0.20215  -0.45727  1.94053
H  -0.22363  -1.95412  -0.04437
H  -2.47770  -1.75142  -0.81561
H  -1.51097  -1.13722  -2.09854
H  -2.35304  0.07120  -1.01076
H  -1.46951  3.10551  0.70875
H  -2.23144  2.95151  -0.60460
O  -1.37143  2.73849  -0.19246

Output
2S+1 = 2
total charge = -1
gap between HOMO and LUMO (spin up / spin down) = 2.718 / 9.015 eV
highest occupied orbital energy (spin up / spin down) = 0.98 / -5.41 eV

***

ORCA calculation (ωB97M-V/def2-TZVPD) on 2 unconnected molecules or ions with the total composition C5H15NO.

Element x y z (Å)
C  -0.94119  -0.36344  1.18910
C  -0.24843  -0.57406  -0.13739
C  -0.82469  -1.85834  -0.78324
N  -0.17447  0.55570  -1.06670
C  1.08853  1.17211  -1.28130
C  -1.19190  1.56675  -0.82952
H  -0.77767  -1.06266  2.02202
H  -2.04082  -0.32444  1.16914
H  -0.61564  0.59818  1.67318
H  0.76650  -0.80950  0.22203
H  -1.19191  -2.45861  0.03441
H  -1.58129  -1.59738  -1.52321
H  0.00338  -2.22933  -1.39769
H  1.89555  0.43288  -1.40244
H  1.05647  1.75277  -2.23095
H  1.30848  1.92241  -0.50935
H  -1.23228  2.18001  -1.74765
H  -0.95580  2.18729  0.06389
H  -2.21792  1.23490  -0.61260
O  2.33730  -1.05999  2.39010
H  3.27415  -1.15220  2.57295
H  2.26363  -0.11305  2.18521

Output
SMILES string = CC(C)N(C)C.O
gap between HOMO and LUMO = 8.877 eV
highest occupied orbital energy = -8.17 eV

***

ORCA calculation (ωB97M-V/def2-TZVPD) on 2 unconnected molecules or ions with the total composition C5H15NO.

Element x y z (Å)
C  -0.28720  1.15231  -1.63095
C  -1.36958  0.55381  -0.61162
N  -0.97898  -0.45552  0.31802
C  -0.11191  -0.16500  1.41851
C  -0.76970  -1.81488  -0.17521
C  0.52607  -2.23239  -0.75715
H  0.07967  0.23474  -2.30053
H  0.61154  1.39258  -0.99455
H  -0.58867  2.00052  -2.21879
H  -1.84049  1.39919  -0.13252
H  -2.20686  0.12457  -1.16146
H  0.20095  -1.03679  2.17481
H  0.76270  0.05013  0.84510
H  -0.46295  0.68763  2.05629
H  -1.02789  -2.55705  0.59200
H  -1.43916  -1.91252  -1.02711
H  1.30577  -1.84747  -0.09660
H  0.69484  -3.33418  -0.89008
H  0.62354  -1.60936  -1.67275
O  2.31875  2.40591  1.28836
H  2.20926  3.34975  1.29599
H  1.45458  2.03650  1.53562

Output
SMILES string = CCN(C)CC.O
gap between HOMO and LUMO = 8.806 eV
highest occupied orbital energy = -7.98 eV